A molecular structure, C8H6BiBr2Cl2O6Se4. Source: the Open Molecules 2025 dataset; level of theory: ωB97M-V/def2-TZVPD.

XYZ file:
```
29
Properties=species:S:1:pos:R:3:forces:R:3:lowdin_charge:R:1
Bi -1.0919 0.0130 -1.2234 -0.1 -0.1 -0.1 1.18
Br 2.0864 3.9275 -1.3989 0.0 0.0 0.0 0.55
C 0.4845 4.2038 -0.3581 0.1 -0.1 0.0 -1.06
Br -1.1314 3.7642 -1.2983 -0.1 0.0 0.0 0.61
H 0.4451 5.2497 -0.0873 0.0 0.0 0.0 -0.01
H 0.5364 3.5449 0.4978 0.0 0.0 0.0 -0.04
O -5.6019 0.6069 -2.2730 0.0 0.0 0.0 -0.32
Cl -4.3460 0.7036 -1.6015 0.0 0.1 0.0 0.61
O -4.2801 -0.1978 -0.4778 0.0 0.0 0.0 -0.39
O -3.2730 0.3193 -2.5453 0.1 0.1 0.0 -0.59
O -4.0909 2.0515 -1.1644 0.0 0.0 0.0 -0.39
Cl 2.7949 -3.2906 4.3669 0.0 0.0 0.0 0.62
C 2.2122 -2.4786 2.9340 0.0 0.0 0.0 -0.68
C 2.3517 -3.0933 1.6865 0.0 0.0 0.0 -0.10
C 1.9043 -2.4640 0.5519 0.0 0.0 0.0 0.00
C 1.2869 -1.1897 0.6026 -0.1 0.0 0.0 -0.37
O 0.9118 -0.6253 -0.5033 0.1 0.0 0.0 -0.39
C 1.1540 -0.5871 1.8818 0.0 0.0 0.0 -0.13
C 0.5928 0.7405 2.0831 0.1 0.1 0.0 -0.21
O 0.0827 1.4642 1.2495 0.0 0.0 0.0 -0.05
C 1.6285 -1.2443 3.0278 0.0 0.0 0.0 -0.08
H 2.8135 -4.0704 1.6251 0.0 0.0 0.0 0.10
H 1.9996 -2.9273 -0.4212 0.0 0.0 0.0 0.12
H 0.6801 1.1038 3.1280 0.0 0.0 0.0 0.12
H 1.5309 -0.7610 3.9931 0.0 0.0 0.0 0.11
Se -1.3133 -2.5281 -2.0689 0.0 0.0 0.0 -0.02
Se -1.1971 -2.1790 -4.3714 0.0 0.0 0.0 -0.06
Se 0.7984 -1.0215 -4.3975 0.0 0.0 0.0 -0.07
Se 0.0307 0.9651 -3.4379 0.0 0.0 0.0 -0.05
```
Forces are in eV/Å.

Values from the calculation:
energy relative to the best compared isomer or geometry (same formula, charge and spin): 3.43 kcal per mole
HOMO: -5.442 eV
Kohn-Sham gap: 7.62 eV
net charge: -1
E_tot: -16648.5691 hartree
LUMO: 2.2 eV

***

A molecular structure, C8H6Br3NO2. Source: the Open Molecules 2025 dataset; level of theory: ωB97M-V/def2-TZVPD.

XYZ file:
```
20
Properties=species:S:1:pos:R:3:forces:R:3:lowdin_charge:R:1
C -0.4833 -0.2432 -2.5997 -3.2 -1.5 0.1 -0.06
C -0.9855 -0.8253 -1.4608 5.2 2.8 -1.6 0.01
C 0.6939 0.5696 -2.5891 0.0 -1.8 4.0 -0.08
C -0.2317 -0.7381 -0.1703 0.3 1.2 -0.1 -0.21
C 1.4465 0.6503 -1.4573 2.1 2.0 -2.1 -0.06
C 1.1312 -0.0145 -0.2325 -0.5 -1.6 0.1 -0.27
C 1.9076 -0.0946 0.8487 -0.8 -0.8 2.2 -0.57
C -1.8413 0.5548 2.7150 0.8 -0.6 0.3 -1.17
N -1.1088 -0.2402 1.9766 -0.1 -0.1 0.3 -0.37
O -1.0405 0.1316 0.6380 -1.2 1.0 0.4 -0.07
O -0.5162 -1.2742 2.3355 -0.4 0.2 0.2 -0.07
Br 3.4567 0.8473 1.0836 1.3 0.8 -0.1 0.76
Br -2.4227 2.1964 2.1251 -0.3 0.2 -0.2 0.79
Br -1.9518 0.1299 4.5360 -0.1 0.1 -0.3 0.76
H -1.1425 -0.4138 -3.5333 1.5 0.6 1.4 0.13
H -1.8360 -1.3241 -1.4775 -3.8 -2.3 0.0 0.06
H 1.0555 1.0487 -3.3885 0.9 1.6 -3.1 0.06
H -0.2503 -1.6374 0.4090 0.6 -0.9 -0.2 0.13
H 2.4359 1.2814 -1.6196 -2.1 -1.4 1.0 0.13
H 1.6833 -0.6046 1.8614 -0.2 0.6 -2.3 0.09
```
Forces are in eV/Å.

Values from the calculation:
energy relative to the best compared isomer or geometry (same formula, charge and spin): 94.66 kcal per mole
HOMO: -8.356 eV
Kohn-Sham gap: 7.91 eV
E_tot: -8235.5035 hartree
LUMO: -0.4 eV

***

2 unconnected molecules or ions with the total composition C8H6ClO3S. Source: the Open Molecules 2025 dataset; level of theory: ωB97M-V/def2-TZVPD.

XYZ file:
```
19
Properties=species:S:1:pos:R:3:forces:R:3:lowdin_charge:R:1
C 1.8365 0.1606 -1.6433 0.4 0.6 0.0 -0.14
C 1.0930 1.1825 -1.0521 1.2 0.8 -2.2 -0.17
C 1.7916 -1.1003 -1.0029 0.9 0.6 -1.7 -0.16
C 0.4794 1.0515 0.1260 -0.2 0.8 2.4 -0.16
C 1.1510 -1.2619 0.1782 -1.5 -0.2 2.5 -0.15
C 0.5893 -0.1319 0.8756 -0.7 -0.4 -1.0 -0.53
C -3.8333 -0.4729 1.5713 -1.1 -1.8 -3.3 -0.48
C -3.6040 0.0055 2.8744 0.4 0.4 0.3 -0.66
O -4.9127 -0.0649 2.2559 -0.8 0.8 -0.6 0.06
O -3.7174 -0.9653 0.4779 0.5 0.8 1.8 0.14
O -0.4812 1.1528 2.9153 -0.7 1.4 0.3 -0.76
S -0.1404 -0.2429 2.4339 0.7 -1.7 -0.1 0.69
Cl -3.5517 -1.0257 4.2022 0.7 -0.9 1.4 0.74
H 2.5649 0.4591 -2.4273 -0.8 -0.8 0.2 0.08
H 0.9971 2.2090 -1.4450 0.5 -0.7 -0.4 0.10
H 2.3031 -1.9150 -1.5119 -0.1 -0.1 0.3 0.09
H 0.1605 2.0296 0.5205 -0.5 -1.0 0.5 0.10
H 0.9740 -2.2390 0.7028 0.7 0.8 -0.8 0.11
H -3.2075 0.9787 3.0049 0.5 0.8 0.4 0.09
```
Forces are in eV/Å.

Values from the calculation:
energy relative to the best compared isomer or geometry (same formula, charge and spin): 41.07 kcal per mole
HOMO (spin up / spin down): -2.274 / -2.275 eV
Kohn-Sham gap (spin up / spin down): 5.35 / 5.35 eV
net charge: -1
E_tot: -1392.5026 hartree
LUMO (spin up / spin down): 3.1 / 3.1 eV

***

A molecular structure, C8H6F11N3O4PdS2. Source: the Open Molecules 2025 dataset; level of theory: ωB97M-V/def2-TZVPD.

XYZ file:
```
35
Properties=species:S:1:pos:R:3:forces:R:3:lowdin_charge:R:1
Pd -0.6037 -0.6754 0.4751 -0.1 0.1 0.0 1.26
F 2.4734 0.9038 -0.2044 0.0 0.0 0.0 0.16
C 3.1583 -0.2186 -0.4006 0.0 0.1 0.1 -0.69
F 4.2638 -0.2173 0.2891 0.0 0.0 0.0 0.23
F 3.3704 -0.4121 -1.6768 0.0 0.0 0.0 0.22
S 2.0908 -1.6348 0.1892 -0.2 -0.1 -0.4 0.77
O 0.7732 -1.4283 -0.6638 0.2 0.1 0.2 -0.37
O 2.6680 -2.8838 -0.1178 0.0 0.1 0.1 -0.14
N 1.7198 -1.1874 1.6373 0.1 -0.2 0.1 -0.30
S 0.7831 -2.1468 2.5282 0.1 0.1 -0.1 0.74
O 1.3296 -3.3252 3.0608 -0.1 -0.1 0.0 -0.13
O -0.4973 -2.2749 1.7354 0.0 0.0 0.1 -0.38
C 0.3269 -0.9095 3.8398 0.0 0.0 0.0 -0.68
F -0.4892 -1.4804 4.6800 0.0 0.0 0.0 0.23
F -0.3236 0.0881 3.1822 0.0 0.0 0.0 0.09
F 1.3923 -0.4358 4.4162 0.0 0.0 0.0 0.23
F -2.8799 -0.5664 -1.1765 0.0 0.0 0.0 0.25
C -2.3161 -1.5274 -0.5331 -0.1 -0.3 -0.2 -0.32
F -2.9693 -1.8480 0.5330 0.0 0.0 0.1 0.25
C -1.8620 -2.7408 -1.4473 -0.1 0.1 0.1 -0.60
F -1.1757 -2.2588 -2.4638 0.0 0.0 0.0 0.21
F -2.9926 -3.2761 -1.8566 0.1 0.0 0.0 0.25
F -1.1576 -3.5921 -0.7464 0.0 0.0 0.0 0.23
C -0.7096 4.5048 -1.0187 0.0 0.0 0.0 0.05
N -0.6038 3.0418 -1.1425 0.0 0.0 0.0 -0.08
C -0.4225 2.3478 -2.3167 0.0 0.0 0.0 0.02
C -0.4138 1.0276 -2.0081 0.0 0.0 0.0 -0.07
N -0.6088 0.9301 -0.6468 0.0 0.1 0.0 -0.11
C -0.7069 2.1691 -0.1490 0.0 0.0 0.0 -0.08
H -0.1138 4.9584 -1.8050 0.0 0.0 0.0 0.11
H -0.3205 4.8107 -0.0518 0.0 0.0 0.0 0.11
H -1.7493 4.8053 -1.1209 0.0 0.0 0.0 0.11
H -0.3147 2.8468 -3.2648 0.0 0.0 0.0 0.15
H -0.2797 0.1692 -2.6427 0.0 0.0 0.0 0.13
H -0.8396 2.4365 0.8880 0.0 0.0 0.0 0.16
```
Forces are in eV/Å.

Values from the calculation:
energy relative to the best compared isomer or geometry (same formula, charge and spin): 9.85 kcal per mole
HOMO: -17.157 eV
Kohn-Sham gap: 5.92 eV
net charge: +2
E_tot: -2795.6608 hartree
LUMO: -11.2 eV

***

C8H6N2O2 in the gas phase. Source: the Open Molecules 2025 dataset; level of theory: ωB97M-V/def2-TZVPD.

XYZ file:
```
18
Properties=species:S:1:pos:R:3:forces:R:3:lowdin_charge:R:1
N -4.5221 -0.4163 0.4034 0.9 -0.5 -0.5 0.19
C -3.4277 -0.7049 0.1417 -3.2 0.9 1.0 -0.36
O -2.2030 -0.9217 -0.0058 2.8 -0.5 -0.4 0.12
C -1.3654 0.2340 0.0324 -2.9 1.5 -2.8 -0.32
C 0.0611 -0.0229 -0.0815 1.2 0.4 0.5 -0.14
C 0.8903 1.1140 0.1623 -0.4 -0.2 -0.6 0.00
C 2.2777 0.8949 0.1882 0.6 0.2 0.2 -0.05
C 2.8153 -0.4068 -0.0796 -0.8 2.8 1.4 -0.08
C 1.9609 -1.4531 -0.2559 2.4 -1.5 -0.5 -0.12
C 0.6131 -1.2936 -0.3301 -2.3 -0.2 -0.6 -0.02
N -1.9126 1.4236 0.4665 -1.5 1.3 1.2 0.05
O -1.9662 1.3428 -0.9850 1.5 -2.1 0.8 -0.04
H 0.3414 2.1199 0.1707 1.3 -1.6 0.5 0.14
H 2.9858 1.7056 0.5247 -0.9 -0.8 -0.8 0.12
H 3.8827 -0.5463 -0.0125 0.1 -0.1 -0.1 0.10
H 2.5423 -2.3947 -0.3396 -1.3 0.2 -0.3 0.12
H -0.0197 -2.1294 -0.7298 0.5 0.8 1.0 0.14
H -2.9537 1.4548 0.7300 2.0 -0.8 0.1 0.15
```
Forces are in eV/Å.

Values from the calculation:
SMILES string: N#CO[C@]1(c2ccccc2)NO1
energy relative to the best compared isomer or geometry (same formula, charge and spin): 128.56 kcal per mole
HOMO: -9.868 eV
Kohn-Sham gap: 9.82 eV
E_tot: -568.2774 hartree
LUMO: 0.0 eV

***

C8H6N2O2S in the gas phase. Source: the Open Molecules 2025 dataset; level of theory: ωB97M-V/def2-TZVPD.

XYZ file:
```
19
Properties=species:S:1:pos:R:3:forces:R:3:lowdin_charge:R:1
C 4.6358 0.1083 -0.7076 -1.4 -0.2 -0.4 -0.20
S 3.2178 0.2765 -0.0287 1.2 -2.0 -1.6 0.85
O 2.7997 1.1781 0.9863 -0.6 0.5 1.2 -0.34
O 2.1088 -1.0095 -0.2839 4.1 0.5 -0.2 -0.20
C 0.8144 -0.7821 -0.1744 -1.8 -1.5 1.8 -0.37
C 0.0713 -1.9311 0.3179 -2.7 4.4 -0.6 0.04
C -1.2868 -1.6583 0.5636 0.1 -1.0 -0.5 0.01
C -1.8239 -0.4018 0.3095 0.6 0.1 0.8 -0.28
N -3.1190 0.0074 0.5525 -0.6 1.7 -0.6 0.11
C -3.1215 1.2906 0.2046 -1.3 -0.2 -0.8 -0.16
N -1.8914 1.6752 -0.2541 0.2 0.4 0.6 0.10
C -1.0086 0.6567 -0.0897 -0.3 -0.8 -0.6 -0.18
C 0.3661 0.4821 -0.3174 -2.0 0.6 -0.4 0.02
H 4.3965 -0.6479 -1.4960 0.5 0.2 0.5 -0.01
H 0.5518 -2.7518 0.6973 1.1 -2.1 0.3 0.08
H -2.0853 -2.3467 0.8573 0.9 -0.4 0.3 0.12
H -4.0093 2.0380 0.0709 1.7 -1.8 0.7 0.16
H -1.6517 2.5322 -0.6653 0.1 1.3 -0.3 0.14
H 1.0352 1.2843 -0.5428 0.0 0.4 -0.3 0.10
```
Forces are in eV/Å.

Values from the calculation:
SMILES string: C#S(=O)Oc1ccc2nc[nH]c2c1
energy relative to the best compared isomer or geometry (same formula, charge and spin): 107.57 kcal per mole
HOMO: -8.626 eV
Kohn-Sham gap: 7.98 eV
E_tot: -966.4500 hartree
LUMO: -0.6 eV

***

C8H6N4O in the gas phase. Source: the Open Molecules 2025 dataset; level of theory: ωB97M-V/def2-TZVPD.

XYZ file:
```
19
Properties=species:S:1:pos:R:3:forces:R:3:lowdin_charge:R:1
C -0.7994 1.2017 -2.5940 -2.4 1.5 -0.3 -0.13
C 0.3819 1.0391 -1.9470 0.7 -1.4 0.5 0.01
C 0.2691 0.4369 -0.7189 0.5 -0.4 2.1 -0.10
C -0.9863 0.4408 -0.0728 -1.9 0.6 -1.1 -0.20
N -2.0806 0.8894 -0.7484 0.2 -0.2 0.8 0.05
N -2.0280 1.2181 -2.0279 1.5 -1.2 1.5 0.03
C -1.1916 0.0705 1.4077 2.5 -0.3 -1.1 -0.09
C -0.3732 -1.2782 1.6206 0.9 2.4 3.1 -0.08
C 1.0716 -1.0110 1.2442 -1.0 0.8 -2.7 -0.24
N 2.1740 -1.5081 1.6506 0.4 -0.5 0.0 0.15
O 3.1221 -1.0831 0.7426 1.9 -0.5 1.6 -0.08
N 2.6747 -0.2523 -0.1758 -2.5 0.0 -0.4 0.13
C 1.3773 -0.2257 0.0383 -0.6 0.7 0.4 -0.15
H -1.0034 1.4795 -3.5837 1.0 0.4 -1.6 0.09
H 1.3824 1.1443 -2.3223 0.0 0.1 -0.7 0.12
H -2.1922 0.0658 1.8138 -0.4 -0.3 -0.6 0.11
H -0.6786 0.9141 1.9087 0.0 -0.6 0.3 0.13
H -0.3441 -1.4828 2.7396 -0.4 -0.3 -1.5 0.14
H -0.7756 -2.0590 1.0246 -0.4 -0.8 -0.3 0.11
```
Forces are in eV/Å.

Values from the calculation:
SMILES string: c1cc2c(nn1)CCc1nonc1-2
energy relative to the best compared isomer or geometry (same formula, charge and spin): 27.36 kcal per mole
HOMO: -9.672 eV
Kohn-Sham gap: 9.18 eV
E_tot: -602.5864 hartree
LUMO: -0.5 eV

***

C8H6N4O4S4 in the gas phase. Source: the Open Molecules 2025 dataset; level of theory: ωB97M-V/def2-TZVPD.

XYZ file:
```
26
Properties=species:S:1:pos:R:3:forces:R:3:lowdin_charge:R:1
O -2.6435 -3.2475 -1.0940 1.1 2.3 0.2 0.07
O 1.7881 0.5601 -2.5991 -0.9 3.3 2.0 0.04
O -1.5017 -1.7560 -2.2216 -0.8 0.0 0.9 0.11
O 1.4743 2.7316 -2.2468 -0.5 1.0 -0.6 0.09
N -1.7399 0.3678 1.4456 0.4 -2.6 -1.4 0.05
N 1.8721 0.2940 1.5452 -0.6 1.9 0.2 0.04
S -0.3343 -0.1774 3.7252 -0.5 -1.1 -0.1 0.55
S 0.3800 1.6987 3.4378 0.4 0.1 -0.7 0.55
S -0.8196 -2.0766 1.3437 0.1 -0.3 1.2 1.09
S 0.8191 2.4755 0.5780 0.2 -0.5 0.7 1.09
C -1.1375 -0.5524 2.1667 0.1 1.0 -0.9 -0.94
C 1.2219 1.3931 1.8916 0.0 -0.5 -0.9 -0.95
C -1.6588 -1.5114 -0.0152 0.0 3.2 2.1 -0.50
C 1.5978 1.3726 -0.4712 0.4 -1.3 0.8 -0.44
C -2.0280 -0.2059 0.1482 0.7 0.5 3.0 -0.32
C 2.1535 0.2815 0.1897 -1.0 0.4 1.7 -0.29
N -1.9790 -2.1750 -1.1673 -0.4 -4.2 -3.2 -0.38
N 1.5768 1.6097 -1.8582 1.9 -4.0 -2.1 -0.37
C -2.7859 0.6242 -0.7592 -1.4 -0.1 0.0 -0.02
C 3.0038 -0.8462 -0.2200 -0.1 0.0 0.3 -0.01
H -3.5419 1.1446 -0.1768 -0.1 0.1 0.1 0.09
H -2.1584 1.4072 -1.1594 0.1 -0.1 -0.9 0.09
H -3.3366 -0.0605 -1.4141 0.4 0.8 -0.7 0.10
H 3.9235 -0.9219 0.3293 0.1 0.1 1.0 0.09
H 3.3272 -0.6166 -1.1596 0.7 0.1 -2.9 0.04
H 2.5270 -1.8131 -0.2385 -0.4 -0.2 0.1 0.10
```
Forces are in eV/Å.

Values from the calculation:
energy relative to the best compared isomer or geometry (same formula, charge and spin): 20.26 kcal per mole
HOMO: -9.233 eV
Kohn-Sham gap: 7.91 eV
E_tot: -2420.9476 hartree
LUMO: -1.3 eV